No. 1
90
Properties=species:S:1:pos:R:3:forces:R:3 method="wB97M-V/def2-TZVPD" total_charge=0 e_lumo_ev=0.347 homo_energy_ev=-9.27 e_above_lowest_kcal_mol=0.0 molar_mass_da=534.70 homo_lumo_gap_ha=0.353
C 5.66842 0.13346 2.70800 1.05 0.68 2.08
C 5.17422 1.56682 2.86661 -0.64 -1.57 -0.81
O 5.44752 2.24036 3.81419 0.68 1.33 1.47
N 4.27653 1.98815 1.92897 0.84 -0.43 0.39
C 3.79166 1.14313 0.85354 -0.45 1.01 -0.11
H 6.56827 -0.05086 3.37623 -1.06 0.53 -0.85
H 5.94812 -0.00570 1.69217 -0.06 -0.92 -0.70
H 4.86702 -0.47707 3.14081 0.08 -0.31 -0.81
H 3.96092 2.91279 2.17339 -0.51 0.02 -0.56
H 2.95723 0.50754 1.13792 0.31 -0.51 0.18
H 4.61521 0.64290 0.36810 0.03 -0.56 0.14
H 3.40067 1.76352 0.07427 -0.32 0.67 -0.47
C -5.40646 0.26857 1.86593 -2.13 0.79 -1.47
C -4.43394 -0.12476 0.77613 -1.11 0.64 1.02
O -3.25205 0.11920 0.91967 1.32 -0.07 0.17
N -4.90331 -0.67954 -0.33749 0.92 -0.68 -1.85
C -3.92885 -1.08425 -1.37116 -0.37 -1.29 0.91
H -4.86813 0.89100 2.55876 -0.09 0.02 0.47
H -5.93626 -0.58223 2.31444 0.53 0.09 0.09
H -6.28053 0.89799 1.41451 1.60 -0.88 0.70
H -5.86962 -0.80516 -0.55801 -0.30 0.09 0.41
H -3.61773 -2.13415 -1.22799 0.24 0.42 0.45
H -3.06720 -0.44929 -1.38913 0.28 0.36 0.01
H -4.35448 -1.14595 -2.33628 -0.86 0.56 -1.03
C 3.41493 -2.07000 -1.48291 0.97 -0.26 1.02
C 4.29861 -3.31855 -1.23502 -0.26 1.61 -0.73
O 4.90584 -3.90364 -2.10902 -0.13 -0.38 -0.50
N 4.48570 -3.57876 0.05789 0.76 -0.78 -0.17
C 5.39038 -4.58748 0.50150 0.36 -0.73 1.05
H 4.10228 -1.24602 -1.72764 -0.26 -0.26 -0.19
H 2.88238 -1.79523 -0.57194 0.08 -0.02 -0.15
H 2.69618 -2.22108 -2.25057 -0.34 -0.20 -0.89
H 3.99975 -3.06648 0.73504 -0.77 0.97 0.80
H 4.95028 -5.56531 0.46309 -0.63 -0.71 -0.02
H 5.60447 -4.41887 1.57649 0.31 0.06 -0.72
H 6.28025 -4.73888 -0.11051 0.10 0.81 0.09
C 2.87161 -3.59748 3.05191 -1.00 0.27 1.78
C 1.92724 -2.92955 2.06777 0.54 0.75 0.94
O 2.34032 -1.96696 1.40632 -0.29 -0.82 0.22
N 0.64752 -3.32711 2.01617 1.02 1.51 -1.10
C -0.04008 -4.16399 2.91559 -1.30 0.39 1.63
H 3.28529 -4.51105 2.67866 0.15 -0.64 -0.25
H 2.45159 -3.77861 4.09738 0.08 -0.05 -1.55
H 3.65517 -2.89888 3.26021 0.67 0.38 -0.27
H 0.15567 -2.74726 1.34995 -0.54 -0.01 -0.04
H -1.10847 -3.85956 2.92969 0.60 -0.46 -0.21
H 0.27295 -4.06473 3.97982 0.11 0.06 -0.78
H 0.07645 -5.17413 2.62187 -0.24 -1.25 -0.08
C -0.21402 1.38769 -5.69068 0.16 0.03 0.64
C -0.63420 0.35680 -4.61301 -0.20 1.69 -0.73
O -1.43578 0.69400 -3.75169 -0.16 -0.40 0.54
N -0.14880 -0.89959 -4.71944 0.66 0.23 -0.24
C -0.21364 -1.80489 -3.58734 0.82 -1.63 -0.96
H -0.33557 2.47810 -5.41649 -0.39 -1.51 0.11
H -0.83225 1.14624 -6.56617 0.56 0.26 -0.08
H 0.86304 1.27701 -5.83733 -0.14 -0.18 -0.64
H 0.56920 -1.12969 -5.42254 -0.76 0.60 0.67
H 0.44329 -1.52404 -2.76897 0.02 0.14 0.03
H 0.11598 -2.78659 -4.01539 -0.17 0.66 0.70
H -1.19948 -1.96036 -3.20480 -0.68 0.27 0.13
C -3.38997 3.92165 1.60062 -1.89 0.55 -1.37
C -3.76638 3.51707 2.95948 -2.38 -1.83 1.04
O -4.95340 3.40585 3.33219 1.44 0.69 -0.38
N -2.76191 3.09410 3.73777 0.62 0.34 -0.12
C -1.42692 2.83006 3.24368 0.54 -0.24 -0.36
H -2.90444 4.86792 1.63901 0.64 0.79 -0.22
H -4.32044 4.03020 1.01152 0.38 0.16 0.44
H -2.81400 3.20408 1.06260 0.65 -0.53 -0.18
H -2.97550 2.75074 4.66270 -0.25 0.06 -0.19
H -1.20703 3.22842 2.21437 -0.50 -0.42 1.26
H -1.28777 1.73482 3.23439 0.31 0.43 -0.13
H -0.73292 3.30244 3.92755 0.47 -0.12 0.06
C -1.33078 4.47812 -1.55318 0.63 -0.69 0.38
O -0.90934 3.09246 -1.56682 -1.27 0.15 -0.51
H -2.41305 4.57807 -1.48929 -0.07 -0.06 -0.29
H -0.93479 4.91708 -0.62067 0.14 -0.03 -0.58
H -0.93082 4.95891 -2.45819 -0.26 0.25 0.43
H -1.55217 2.63012 -2.16313 0.92 0.57 0.74
C 0.04985 0.09498 -0.45474 0.01 1.25 -0.41
O -0.84532 -0.95195 -0.24638 -0.44 -1.32 0.54
H 1.05044 -0.27709 -0.66957 -0.09 -0.42 -0.14
H -0.29750 0.70980 -1.30209 0.35 -0.02 0.30
H 0.18982 0.74788 0.41437 -0.29 0.00 0.07
H -1.70523 -0.65694 0.11855 0.57 0.36 -0.08
C -4.50380 2.44264 -2.88624 -0.75 1.11 1.28
O -3.29921 2.98419 -3.40145 0.15 -1.41 -0.20
H -5.33700 3.02999 -3.30601 0.20 -0.15 0.44
H -4.71613 1.40468 -3.10065 0.39 -0.41 -0.48
H -4.48671 2.50499 -1.76275 -0.27 0.15 -0.84
H -2.76885 2.18319 -3.56915 0.38 0.42 -0.39

=====

No. 2
98
Properties=species:S:1:pos:R:3:forces:R:3 method="wB97M-V/def2-TZVPD" total_charge=0 e_lumo_ev=0.334 homo_energy_ev=-8.75 e_above_lowest_kcal_mol=115.8 molar_mass_da=734.54 homo_lumo_gap_ha=0.334
C -4.52247 -6.19450 4.70712 2.47 -1.97 3.18
C -3.12492 -5.96893 4.72263 4.66 0.38 -0.73
O -2.27529 -6.84354 4.57340 -1.23 0.95 0.34
C -2.61725 -4.47364 4.79676 -0.63 -0.40 2.61
H -4.87681 -5.72492 3.97864 -3.23 5.13 -5.89
H -4.95946 -5.94459 5.57221 -1.72 1.41 3.22
H -4.85841 -7.09665 4.45993 -0.46 -4.53 -0.49
H -1.59464 -4.51375 5.11347 0.81 -0.44 -0.20
H -3.04886 -3.91303 5.73052 -0.03 -0.68 -2.16
H -2.60552 -3.93764 3.85051 -0.64 0.10 0.06
C 2.74646 -1.54157 -5.54967 -2.45 1.20 3.41
C 2.65542 -0.73546 -4.29088 2.85 3.48 1.74
O 3.35939 0.31906 -4.03038 -2.11 -4.17 -2.05
C 1.70302 -1.08069 -3.23851 -1.75 -0.78 -0.48
H 3.50074 -1.13525 -6.00158 3.92 2.26 -3.72
H 1.80968 -1.58505 -5.99479 -1.77 0.95 -1.43
H 2.87433 -2.54196 -5.49349 1.03 -3.39 1.30
H 1.39603 -0.17030 -2.87074 -0.48 2.46 1.12
H 2.13170 -1.53794 -2.35281 -0.12 -0.90 -0.28
H 0.71645 -1.40047 -3.64483 0.89 -1.12 0.47
C -1.01345 5.33200 -3.35474 -2.88 -1.41 1.49
C -1.33013 3.94561 -2.55248 -6.33 2.17 -4.97
O -2.55228 3.57935 -2.55832 3.89 1.02 0.80
C -0.25273 3.10591 -2.19226 -1.86 -2.26 1.02
H -2.03452 5.76869 -3.75884 2.30 -1.53 -0.13
H -0.12352 5.11919 -3.91552 -0.16 0.25 -1.14
H -0.80119 6.11137 -2.68259 0.81 0.95 1.38
H -0.69759 2.10181 -2.08148 0.34 0.38 1.03
H -0.03773 3.68259 -1.34217 1.74 -0.22 2.05
H 0.47892 2.95572 -2.89455 2.12 0.61 -1.64
C -2.53069 -0.36170 2.54203 0.54 -1.88 0.22
O -2.00274 0.40334 1.50852 2.33 2.48 -2.44
P -0.42762 0.18988 1.07888 -1.08 -2.89 -4.05
O 0.13973 -0.97864 1.74820 0.55 0.04 0.98
O -0.78817 -0.37106 -0.55396 3.60 4.35 2.26
C -1.65566 -1.37379 -0.79478 -5.76 7.19 -4.13
O 0.65087 1.34042 0.69741 -7.08 -0.63 0.65
C 1.96951 1.12795 0.41091 -0.80 2.28 -5.41
H -1.94948 -0.04155 3.37749 0.01 -0.62 1.32
H -2.41813 -1.44820 2.24982 0.02 0.99 0.84
H -3.58150 -0.16959 2.68488 -0.28 0.49 -0.22
H -2.70382 -0.87456 -0.49618 1.58 -2.21 -0.49
H -1.33443 -2.14436 -0.37596 1.72 -7.22 3.95
H -1.67184 -1.52858 -1.90491 -0.14 0.01 0.78
H 2.24015 0.56652 -0.49736 -0.58 -0.24 0.38
H 2.28306 0.77258 1.24027 3.71 -2.46 5.31
H 2.15325 2.16124 0.20092 1.81 0.50 0.00
C 0.49334 -4.38599 0.86147 0.83 4.91 -0.47
O 1.83660 -3.95517 1.32936 -2.71 0.42 -0.35
P 1.95880 -3.29571 2.76901 2.92 -6.68 1.65
O 2.77961 -4.22861 3.55311 0.74 -0.96 0.34
O 2.76974 -2.03628 2.80266 0.12 5.51 0.11
C 3.85761 -1.78956 2.00462 -1.22 -9.29 -3.94
O 0.63175 -3.25895 3.50765 -3.65 2.61 -0.21
C 0.37181 -2.26180 4.52236 3.98 -3.02 2.92
H 0.03207 -3.48512 0.38502 0.57 -0.54 0.06
H -0.28304 -4.66002 1.48897 -0.54 -0.94 2.42
H 0.62345 -5.07259 0.13943 0.80 -2.51 -2.31
H 4.72977 -2.59219 2.16626 -2.16 1.03 -0.25
H 4.39501 -1.01992 1.97513 3.11 7.55 1.33
H 3.51347 -1.88866 0.90060 0.66 -0.13 1.54
H 1.29422 -2.44828 5.29552 -1.60 1.28 -1.88
H -0.34284 -2.65930 5.17891 -1.75 -0.45 0.22
H 0.19629 -1.26385 4.27328 -0.02 1.34 -1.08
C -1.15224 -0.04145 -5.49437 5.25 -0.25 2.00
O -0.88542 1.41189 -5.17345 -0.55 -2.25 -0.66
P -0.70993 2.42322 -6.36274 1.19 0.88 -1.80
O 0.01101 3.58391 -5.92002 0.36 2.25 1.50
O 0.29065 1.72538 -7.41661 -4.90 -1.25 -1.57
C 1.65713 1.79815 -7.28170 1.48 1.18 -0.50
O -2.11601 2.81026 -7.09756 3.60 -3.28 -1.95
C -3.09029 3.46411 -6.42370 -3.70 0.31 1.01
H -1.26091 -0.48036 -4.43209 -0.18 0.40 -2.17
H -0.12987 -0.62269 -6.13128 -3.18 2.09 2.11
H -1.94840 -0.01318 -6.12966 -2.40 -0.70 -1.40
H 2.19949 1.14348 -8.05620 -0.97 0.71 1.62
H 1.76408 1.67518 -6.23040 1.67 -1.00 0.81
H 1.93647 2.85106 -7.41375 0.33 -0.21 -0.38
H -4.05624 3.74685 -7.09798 1.87 -1.99 1.44
H -2.81528 4.45925 -6.30517 1.04 1.83 1.20
H -3.21109 2.89490 -5.44250 -0.94 1.30 -1.08
C -1.33961 3.43486 5.67228 -1.38 -1.69 -2.18
O -0.36113 2.48467 5.95351 2.14 -1.63 1.92
P 0.71786 2.23041 4.87613 -0.67 -2.17 -5.52
O 0.00538 1.77497 3.59768 1.52 -0.31 2.22
O 1.27507 3.69399 4.46033 1.82 -1.23 1.23
C 1.58693 3.87017 3.07897 -4.49 5.78 -0.56
O 1.86688 1.10898 5.39343 -4.36 3.35 2.38
C 2.89952 0.79029 4.58983 3.10 5.30 -1.84
H -1.99614 3.42885 6.43864 -1.89 -0.16 3.02
H -2.01734 3.08690 4.84292 1.35 0.92 -0.01
H -0.86748 4.34345 5.70721 0.64 2.56 -1.02
H 0.57606 3.80281 2.55564 1.29 0.34 0.47
H 2.16139 3.33392 2.48347 3.17 -3.91 -1.27
H 2.02493 4.93620 2.81643 -1.09 -1.69 1.48
H 3.47159 1.79754 4.12894 -1.36 -2.57 1.19
H 2.61815 0.21203 3.83705 -1.75 -2.11 -3.88
H 3.61927 0.19067 5.00263 1.78 -1.01 2.21